Below is a molecular structure, C22H30FeN8O6P2, with properties calculated with ωB97M-V with the def2-TZVPD basis set.

The LUMO energy (spin up / spin down) comes out at -0.23 / -0.24 eV. For the total energy, the calculation gives -100472.62161 eV. The calculation puts the gap between HOMO and LUMO (spin up / spin down) at 5.54 / 5.78 eV. The spin multiplicity is 5. Its net charge is 0. The expectation value of S² is 6.02.

Atoms and positions in Å:
Fe 0.184 0.429 -0.429
P 1.305 -0.675 -3.312
P 0.732 2.049 -4.540
O 0.671 2.755 -5.824
O 1.125 -2.189 -3.764
O 2.718 -0.223 -3.016
O 1.915 2.444 -3.496
O 0.213 -0.549 -2.164
O -0.601 2.358 -3.677
N 1.635 -1.936 0.897
N -2.069 2.131 -0.579
N 0.699 2.076 0.458
N -0.834 -0.121 -4.862
N -0.562 -0.154 1.259
N 1.860 -0.756 0.210
N 0.361 2.540 1.817
N -1.369 1.246 -1.373
C 3.796 -1.856 0.404
C 1.401 4.243 0.765
C 0.219 -3.725 1.729
C -1.075 -4.270 1.863
C 1.377 -0.273 -6.038
C 1.338 3.089 -0.082
C -2.208 -3.501 1.473
C -1.108 -5.621 2.529
C 0.691 0.205 -4.730
C 0.412 -2.400 1.284
C -1.679 2.008 4.721
C 3.187 -0.659 0.000
C -1.700 -0.127 3.474
C -1.976 -2.224 1.045
C -0.675 2.521 3.914
C -0.753 -1.578 1.165
C -0.806 0.441 2.496
C -2.149 0.653 4.486
C 0.785 3.901 1.942
C -2.138 2.826 5.916
C 2.833 -2.597 1.033
C -0.319 1.791 2.778
H -1.221 -0.186 -3.915
H 3.615 0.258 -0.368
H 1.074 0.401 -6.901
H 2.439 -0.217 -5.916
H 2.906 -3.606 1.359
H 1.931 5.159 0.519
H 4.754 -2.226 0.047
H -1.332 0.671 -5.319
H -1.969 0.527 -1.661
H -2.129 -5.975 2.717
H -2.878 0.250 5.129
H -2.158 -1.140 3.403
H -0.788 1.863 -2.802
H -1.820 3.899 5.637
H 1.713 2.919 -1.056
H -1.583 2.494 6.820
H 0.533 4.589 2.718
H -2.000 3.131 -0.895
H -2.754 -1.731 0.458
H -0.492 -6.348 1.965
H 1.417 -2.873 -3.129
H -0.965 -0.944 -5.412
H -0.196 3.462 4.151
H -3.163 -3.970 1.413
H 2.444 1.629 -3.205
H 1.069 -1.244 -6.358
H -3.206 2.840 6.098
H 1.037 -4.385 1.744
H -0.643 -5.449 3.583
H -3.070 1.932 -0.595


Below is 2 unconnected molecules or ions with the total composition C22H30N2O6, with properties calculated with ωB97M-V with the def2-TZVPD basis set.

The LUMO energy comes out at 0.28 eV. For the total energy, the calculation gives -38568.20724 eV. The calculation puts the gap between HOMO and LUMO at 8.90 eV. Its net charge is 0.

Atoms and positions in Å:
O -2.576 -3.801 -3.076
O -5.728 -0.751 -1.803
O 2.032 1.267 -0.405
O 4.690 -0.775 4.017
O -5.875 -2.004 0.075
O -2.720 -2.416 -0.906
N 3.351 0.679 2.940
N 4.096 0.694 0.264
C 3.895 1.877 3.569
C -0.780 -0.493 -4.831
C -1.117 0.427 -0.204
C -2.482 -0.043 -0.740
C 3.236 3.065 2.867
C 3.764 -0.566 3.245
C 2.321 1.049 1.965
C 2.812 1.001 0.503
C -0.909 -1.690 -5.537
C 4.696 0.620 -1.067
C -2.376 -1.389 -1.491
C -1.998 -2.692 -3.619
C 3.069 -1.755 2.604
C -2.811 0.950 1.445
C -1.524 -2.782 -4.925
C -3.416 -0.071 0.495
C -1.879 -1.491 -2.885
C -1.264 -0.390 -3.523
C -4.884 0.248 0.164
C 1.920 2.473 2.365
C -5.541 -0.889 -0.608
C -1.314 0.759 1.271
H -3.370 -1.045 0.998
H -0.303 0.361 -5.301
H 5.776 0.482 -0.984
H -3.125 0.784 2.481
H 3.627 1.877 4.627
H -1.142 0.562 -3.016
H 4.267 -0.217 -1.621
H 3.498 -2.672 3.006
H -2.862 0.704 -1.444
H 4.980 1.923 3.462
H 3.070 3.897 3.551
H -4.956 1.174 -0.412
H -0.787 1.318 -0.749
H 1.455 0.395 2.054
H -0.344 -0.342 -0.319
H 2.006 -1.729 2.839
H -0.535 -1.772 -6.553
H 3.848 3.380 2.020
H -2.776 -3.579 -2.136
H -3.096 1.966 1.151
H -6.209 -2.618 -0.595
H 1.201 2.432 3.185
H 1.510 3.045 1.531
H -1.640 -3.719 -5.459
H -5.443 0.390 1.092
H -0.757 1.654 1.565
H 3.214 -1.737 1.526
H 4.689 0.515 1.061
H 4.494 1.543 -1.615
H -0.977 -0.081 1.888


Below is 2 unconnected molecules or ions with the total composition C22H30N4O4, with properties calculated with ωB97M-V with the def2-TZVPD basis set.

The LUMO energy comes out at -0.94 eV. For the total energy, the calculation gives -37450.16582 eV. The calculation puts the gap between HOMO and LUMO at 7.82 eV. Its net charge is 0.

Atoms and positions in Å:
O 1.996 1.809 -0.215
O 3.292 -3.575 2.084
O -0.738 -0.417 3.237
O -3.682 1.881 -0.353
N 3.687 3.240 -0.575
N 2.461 -2.261 0.399
N -5.249 -0.661 -0.009
N -1.282 3.482 -1.158
C -0.892 1.371 1.726
C 3.517 -1.830 -0.517
C -2.067 -2.307 1.615
C -1.316 3.356 0.309
C 4.627 4.011 -1.365
C -6.190 -1.271 -0.719
C -3.612 -1.796 -1.327
C -5.924 -2.154 -1.756
C -3.979 -0.918 -0.310
C 3.258 -1.255 2.584
C -1.636 1.973 0.798
C -4.601 -2.419 -2.060
C 2.990 -2.469 1.718
C -2.952 -0.212 0.500
C 1.253 -1.425 0.322
C 2.568 2.213 -2.502
C -2.849 1.269 0.270
C -0.654 -2.842 1.300
C -0.012 -2.238 0.033
C -1.219 0.015 2.207
C -2.144 -0.825 1.376
C 2.716 2.397 -1.009
H -0.022 1.843 2.167
H -2.276 -2.492 2.672
H -7.214 -1.044 -0.445
H 0.239 -3.019 -0.686
H 3.483 1.812 -2.939
H 3.735 3.317 0.429
H 4.461 3.832 -2.422
H 4.433 -2.383 -0.306
H -0.517 4.088 -1.423
H 3.215 -2.045 -1.542
H -2.565 -1.979 -1.539
H 4.507 5.079 -1.177
H -2.838 -2.818 1.040
H 1.111 -0.873 1.252
H 3.565 -1.599 3.568
H 3.728 -0.755 -0.440
H 1.756 1.513 -2.675
H -0.356 3.627 0.752
H -2.082 4.036 0.696
H 2.388 -0.610 2.688
H 5.654 3.731 -1.128
H 1.390 -0.673 -0.458
H -0.666 -3.929 1.238
H -6.734 -2.620 -2.301
H -4.348 -3.104 -2.858
H -1.079 2.585 -1.584
H -0.706 -1.561 -0.470
H -0.023 -2.592 2.155
H 2.335 3.158 -2.993
H 4.058 -0.668 2.127